No. 1
Here is C3H7N3O in the gas phase at a distorted geometry from the Open Molecules 2025 dataset. Energies are from the ωB97M-V functional and the def2-TZVPD basis.

The geometry in XYZ format:
```
14
Properties=species:S:1:pos:R:3:forces:R:3
C -0.618937 0.671623 -0.036103 -1.100 -0.002 -0.509
C 0.811060 0.496815 -0.434621 0.628 1.568 0.646
C 1.888691 0.231260 0.650423 0.563 1.446 -1.683
H -0.163980 -1.856548 0.018845 -1.920 -0.289 -0.837
H -2.288236 -0.437211 0.689273 0.581 0.758 -0.167
H -2.068935 1.993840 -0.063588 0.189 -0.338 0.415
H 1.070679 1.247540 -1.231116 -0.022 -1.123 0.827
H 1.495221 0.048530 1.623080 0.153 -0.016 0.672
H 2.886548 0.776003 0.529178 -1.604 -0.930 0.258
H 2.052797 -0.912429 -1.088928 1.115 -0.319 -0.713
N -1.299792 -0.473557 0.435638 -0.757 1.138 0.610
N -1.057130 1.876090 -0.134009 0.030 -0.747 -0.074
N 1.475451 -0.763477 -0.304984 -0.940 -0.812 0.351
O -1.162335 -1.716412 -0.191431 3.083 -0.334 0.202
```
Positions in Å, forces in eV/Å.

Results
Orbital gap ... 0.358 Eh
HOMO level ... -8.759 eV

***

No. 2
Here is a molecular structure, C28H22OS5Sb2Sn at a distorted geometry from the Open Molecules 2025 dataset. Energies are from the ωB97M-V functional and the def2-TZVPD basis.

The geometry in XYZ format:
```
59
Properties=species:S:1:pos:R:3:forces:R:3
Sn -1.478528 -2.561610 1.938182 -0.182 0.103 0.173
S -4.753245 -3.966820 5.538451 -0.073 -0.010 0.045
Sb -2.888823 -4.440018 4.190510 0.359 -0.275 -0.218
S -1.332799 -2.670031 4.388725 0.113 0.171 0.022
S -3.429054 -4.045384 1.910040 -0.189 -0.067 -0.095
S -1.983976 -6.436474 4.518491 -0.155 -0.231 0.252
C -2.363152 7.939566 -1.610699 -0.217 -0.017 0.132
C -2.487725 6.488786 -1.190835 0.324 0.317 -0.047
O -1.813024 5.631584 -1.690665 -0.245 -0.224 0.253
S -3.667985 6.241620 0.149703 0.161 0.252 -0.234
C -3.385948 4.549901 0.543815 0.078 -0.433 0.003
C -3.862680 3.543473 -0.292664 0.013 -0.054 0.016
C -3.621598 2.212693 0.012177 -0.067 -0.051 -0.106
C -2.909921 1.863903 1.160707 0.140 -0.466 0.098
C -2.460656 2.874856 2.010858 0.042 0.081 0.053
C -2.690263 4.210411 1.701148 0.009 -0.139 0.049
C -2.599005 0.470741 1.441215 -0.372 1.451 -0.252
C -2.329825 -0.678929 1.672877 0.272 -0.385 -0.018
H -2.301961 7.977163 -2.696969 -0.002 0.018 0.014
H -1.430423 8.336019 -1.199203 -0.091 -0.089 -0.021
H -3.191384 8.554327 -1.254834 0.051 -0.055 -0.030
H -4.417638 3.808470 -1.185758 0.056 -0.038 0.068
H -3.983631 1.425672 -0.640051 0.029 0.087 0.019
H -1.916041 2.602990 2.908095 -0.026 0.064 -0.071
H -2.326801 4.992777 2.358896 -0.021 -0.074 -0.061
C 6.335693 -2.331895 0.181472 -0.044 0.013 0.033
C 5.556710 -3.138489 -0.638827 -0.178 0.035 0.048
C 4.166403 -3.136532 -0.512292 0.177 0.241 0.248
C 3.555509 -2.313343 0.442258 0.461 -0.046 -0.115
C 4.349171 -1.521317 1.281437 0.081 -0.184 -0.213
C 5.734577 -1.526087 1.143471 -0.123 -0.062 -0.068
Sb 1.431884 -2.295282 0.669887 -0.156 0.107 -0.039
C 0.874759 -3.301334 -1.113317 -0.049 -0.199 -0.356
C 1.273526 -2.844359 -2.379111 -0.085 -0.083 0.188
C 0.889301 -3.525046 -3.528024 -0.042 -0.064 0.107
C 0.108207 -4.674369 -3.427147 0.022 0.037 0.065
C -0.280448 -5.147418 -2.179751 0.073 0.122 0.034
C 0.103701 -4.466015 -1.025312 0.142 0.251 -0.410
C 0.997089 -0.275563 0.133406 -0.074 0.365 -0.085
C 0.078703 0.057247 -0.871521 0.169 0.144 0.263
C -0.251788 1.390517 -1.108593 0.016 -0.050 0.009
C 0.313891 2.405814 -0.344783 -0.002 -0.148 0.035
C 1.217220 2.083599 0.662265 -0.036 -0.090 -0.022
C 1.554771 0.754402 0.903166 -0.163 -0.041 -0.145
H 7.415889 -2.335298 0.077225 -0.106 -0.003 0.010
H 6.030205 -3.771940 -1.382842 -0.072 0.060 0.077
H 3.573954 -3.770051 -1.163814 0.008 0.054 0.070
H 3.902110 -0.894149 2.046604 0.013 -0.087 -0.055
H 6.345938 -0.904198 1.789340 -0.074 -0.054 -0.051
H 1.889359 -1.954800 -2.472818 -0.060 -0.023 0.053
H 1.199733 -3.159076 -4.502090 -0.039 -0.042 0.113
H -0.195361 -5.202102 -4.324581 0.023 0.034 0.065
H -0.885212 -6.043991 -2.097209 0.057 0.071 -0.014
H -0.205118 -4.852002 -0.066399 -0.057 -0.047 0.204
H -0.407596 -0.711691 -1.460169 0.077 -0.059 -0.006
H -0.972039 1.637195 -1.885133 0.113 -0.039 0.117
H 0.029960 3.438742 -0.515858 0.013 -0.068 -0.039
H 1.649770 2.869329 1.273896 -0.021 -0.085 -0.055
H 2.245592 0.533815 1.712944 -0.072 0.003 -0.109
```
Positions in Å, forces in eV/Å.

Results
Orbital gap (alpha / beta) ... 0.230 / 0.170 Eh
HOMO level (alpha / beta) ... -8.570 / -7.561 eV